The following is a DFT calculation (ωB97M-V with the def2-TZVPD basis set) of a 13-piece molecular cluster, C52H104O18 overall.

Its relative energy (zero: lowest compared OMol25 entry of this formula, charge and spin) is 0.00 kcal/mol. The value obtained for the energy is -92462.629 eV. The HOMO energy comes out at -9.16 eV. Its LUMO energy is 0.43 eV.

Last columns: bonded neighbours and bond lengths (Å).
Positions of all 174 atoms, in Å:
1 C -2.1023 -2.4317 3.6279  C2 1.566, C5 1.550, H6 1.108, H7 1.095
2 C -1.7145 -3.4812 4.7230  C1 1.566, C3 1.568, H8 1.123, H9 1.090
3 C -0.8616 -4.4804 3.8666  C2 1.568, O4 1.436, H10 1.047, H11 1.124
4 O -0.2310 -3.7203 2.8246  C3 1.436, C5 1.400
5 C -1.2089 -2.8052 2.4175  C1 1.550, O4 1.400, H12 1.101, H13 1.095
6 H -1.8914 -1.4058 3.9904  C1 1.108
7 H -3.1452 -2.4835 3.2987  C1 1.095
8 H -2.5648 -4.0132 5.2289  C2 1.123
9 H -1.0968 -3.0107 5.4879  C2 1.090
10 H -1.5344 -5.1277 3.3920  C3 1.047
11 H -0.0259 -5.0257 4.3834  C3 1.124
12 H -1.8460 -3.3024 1.6698  C5 1.101
13 H -0.7320 -1.9351 1.9537  C5 1.095
14 C -3.1767 4.2102 -2.0790  C15 1.566, C18 1.592, H19 1.090, H20 1.098
15 C -2.4389 4.0923 -0.7028  C14 1.566, C16 1.533, H21 1.095, H22 1.116
16 C -1.9673 5.5208 -0.4079  C15 1.533, O17 1.377, H23 1.101, H24 1.067
17 O -2.6509 6.3770 -1.2425  C16 1.377, C18 1.432
18 C -2.7841 5.6957 -2.4953  C14 1.592, O17 1.432, H25 1.140, H26 1.103
19 H -4.2551 4.1335 -1.9401  C14 1.090
20 H -2.8331 3.5216 -2.8620  C14 1.098
21 H -1.6171 3.3690 -0.6630  C15 1.095
22 H -3.1037 3.7147 0.1097  C15 1.116
23 H -0.9030 5.5625 -0.6868  C16 1.101
24 H -2.0918 5.8916 0.5851  C16 1.067
25 H -1.8072 5.7306 -3.0813  C18 1.140
26 H -3.5614 6.2198 -3.0766  C18 1.103
27 C 1.8725 -0.5026 -4.1601  C28 1.559, C31 1.476, H32 1.093, H33 1.096
28 C 0.4409 -0.5448 -3.5447  C27 1.559, C29 1.519, H34 1.076, H35 1.097
29 C -0.1892 -1.5598 -4.4822  C28 1.519, O30 1.420, H36 1.103, H37 1.082
30 O 0.5133 -1.5085 -5.7152  C29 1.420, C31 1.419
31 C 1.5954 -0.5963 -5.6068  C27 1.476, O30 1.419, H38 1.094, H39 1.110
32 H 2.3804 -1.4244 -3.8635  C27 1.093
33 H 2.4489 0.3414 -3.7648  C27 1.096
34 H -0.1086 0.3783 -3.6114  C28 1.076
35 H 0.5080 -0.8940 -2.5071  C28 1.097
36 H -1.2283 -1.2681 -4.7118  C29 1.103
37 H -0.1774 -2.5916 -4.1570  C29 1.082
38 H 1.4092 0.3801 -6.0628  C31 1.094
39 H 2.4607 -1.0181 -6.1605  C31 1.110
40 C -1.5171 4.3930 3.0295  C41 1.499, C44 1.496, H45 1.085, H46 1.087
41 C -0.2973 5.1391 3.4787  C40 1.499, C42 1.537, H47 1.076, H48 1.110
42 C 0.6468 4.0044 3.9058  C41 1.537, O43 1.460, H49 1.120, H50 1.097
43 O -0.2332 2.8892 4.2416  C42 1.460, C44 1.417
44 C -1.5636 3.3572 4.1077  C40 1.496, O43 1.417, H51 1.098, H52 1.103
45 H -1.3294 3.9542 2.0556  C40 1.085
46 H -2.4218 4.9917 3.0892  C40 1.087
47 H -0.5448 5.7651 4.3187  C41 1.076
48 H 0.0856 5.8099 2.6816  C41 1.110
49 H 1.3103 4.2426 4.7754  C42 1.120
50 H 1.3112 3.6400 3.1123  C42 1.097
51 H -1.9892 3.8434 4.9951  C44 1.098
52 H -2.2466 2.5336 3.8411  C44 1.103
53 C -0.3636 3.0701 -4.6259  C54 1.526, C57 1.534, H58 1.082, H59 1.114
54 C 0.3743 3.3171 -3.3133  C53 1.526, C55 1.555, H60 1.070, H61 1.106
55 C 0.9427 4.7561 -3.4668  C54 1.555, O56 1.412, H62 1.097, H63 1.088
56 O 0.5288 5.2311 -4.7309  C55 1.412, C57 1.444
57 C 0.2374 4.1046 -5.5854  C53 1.534, O56 1.444, H64 1.082, H65 1.067
58 H -1.4269 3.2677 -4.6008  C53 1.082
59 H -0.2501 2.0221 -4.9865  C53 1.114
60 H 1.1383 2.5850 -3.1564  C54 1.070
61 H -0.3181 3.1905 -2.4597  C54 1.106
62 H 2.0371 4.7521 -3.3998  C55 1.097
63 H 0.6725 5.4780 -2.6985  C55 1.088
64 H 1.1741 3.7552 -5.9984  C57 1.082
65 H -0.4421 4.3884 -6.3571  C57 1.067
66 C -1.2177 0.7054 0.7231  C67 1.543, C70 1.541, H71 1.096, H72 1.088
67 C -0.0941 0.6282 1.7773  C66 1.543, C68 1.544, H73 1.079, H74 1.089
68 C 1.0760 0.0451 0.9551  C67 1.544, O69 1.433, H75 1.092, H76 1.093
69 O 0.8074 0.3461 -0.4200  C68 1.433, C70 1.415
70 C -0.5023 0.8353 -0.6356  C66 1.541, O69 1.415, H77 1.056, H78 1.060
71 H -1.9476 1.4172 1.1252  C66 1.096
72 H -1.7745 -0.2292 0.7374  C66 1.088
73 H -0.3245 0.0255 2.6424  C67 1.079
74 H 0.1570 1.6309 2.1205  C67 1.089
75 H 1.1573 -1.0310 1.1191  C68 1.092
76 H 2.0269 0.5027 1.2411  C68 1.093
77 H -0.9497 0.2013 -1.3524  C70 1.056
78 H -0.3713 1.8100 -1.0298  C70 1.060
79 C 1.9800 5.2410 0.2350  C80 1.545, C83 1.525, H84 1.115, H85 1.102
80 C 1.3464 3.8318 0.2083  C79 1.545, C81 1.540, H86 1.082, H87 1.065
81 C 2.5826 2.9189 0.3080  C80 1.540, O82 1.423, H88 1.098, H89 1.129
82 O 3.5978 3.6765 -0.3411  C81 1.423, C83 1.398
83 C 3.4792 4.9619 0.1961  C79 1.525, O82 1.398, H90 1.083, H91 1.107
84 H 1.7716 5.9952 1.0296  C79 1.115
85 H 1.6539 5.7522 -0.6847  C79 1.102
86 H 0.9473 3.6732 -0.7847  C80 1.082
87 H 0.6407 3.7747 1.0040  C80 1.065
88 H 2.4149 1.9866 -0.2468  C81 1.098
89 H 2.8653 2.6733 1.3729  C81 1.129
90 H 4.0878 5.6541 -0.3719  C83 1.083
91 H 3.8751 4.9766 1.2301  C83 1.107
92 C 1.6905 0.3035 4.7873  C93 1.531, C96 1.597, H97 1.094, H98 1.113
93 C 1.0634 -1.0925 4.7482  C92 1.531, C94 1.558, H99 1.072, H100 1.100
94 C 1.8360 -1.8975 5.8359  C93 1.558, O95 1.437, H101 1.106, H102 1.066
95 O 2.2147 -0.9016 6.8006  C94 1.437, C96 1.433
96 C 2.6724 0.2256 6.0442  C92 1.597, O95 1.433, H103 1.118, H104 1.094
97 H 0.9687 1.1052 4.9689  C92 1.094
98 H 2.3024 0.5811 3.9006  C92 1.113
99 H 1.0789 -1.6306 3.8209  C93 1.072
100 H 0.0371 -0.9645 5.1241  C93 1.100
101 H 2.7836 -2.3486 5.4876  C94 1.106
102 H 1.2170 -2.5973 6.3496  C94 1.066
103 H 3.7117 -0.0638 5.7498  C96 1.118
104 H 2.6772 1.0595 6.7524  C96 1.094
105 O -1.2973 -2.1837 -0.7955  C106 1.206
106 C -1.3265 -3.2712 -1.3169  O105 1.206, O107 1.293, C110 1.531
107 O -0.4312 -4.1970 -1.2062  C106 1.293, C108 1.400
108 C 0.6178 -4.0347 -0.2936  O107 1.400, C109 1.546, H111 1.093, H112 1.093
109 C 1.7181 -3.1069 -0.8568  C108 1.546, H113 1.058, H114 1.111, H115 1.099
110 C -2.4608 -3.6329 -2.2797  C106 1.531, H116 1.080, H117 1.092, H118 1.106
111 H 1.0987 -5.0029 -0.1344  C108 1.093
112 H 0.2118 -3.5903 0.6184  C108 1.093
113 H 2.7230 -3.1283 -0.5268  C109 1.058
114 H 1.3525 -2.0601 -0.7836  C109 1.111
115 H 1.8274 -3.3126 -1.9305  C109 1.099
116 H -2.5001 -4.6781 -2.5481  C110 1.080
117 H -2.3676 -3.0180 -3.1776  C110 1.092
118 H -3.4971 -3.4639 -1.9333  C110 1.106
119 O -7.0390 -4.8282 0.4079  C120 1.188
120 C -6.1324 -5.1162 -0.3031  O119 1.188, O121 1.336, C124 1.525
121 O -5.4014 -4.2290 -0.9830  C120 1.336, C122 1.447
122 C -5.6433 -2.8340 -0.6859  O121 1.447, C123 1.572, H125 1.091, H126 1.092
123 C -4.8804 -2.4101 0.6211  C122 1.572, H127 1.115, H128 1.103, H129 1.086
124 C -5.7250 -6.5414 -0.6611  C120 1.525, H130 1.072, H131 1.112, H132 1.082
125 H -6.6808 -2.5585 -0.4897  C122 1.091
126 H -5.2349 -2.2687 -1.5258  C122 1.092
127 H -5.0442 -1.3239 0.8097  C123 1.115
128 H -3.8195 -2.5578 0.3560  C123 1.103
129 H -5.2133 -3.0528 1.4305  C123 1.086
130 H -6.3499 -7.1644 -0.0530  C124 1.072
131 H -4.6366 -6.7130 -0.5080  C124 1.112
132 H -5.9770 -6.6094 -1.7113  C124 1.082
133 O 4.3206 0.1291 2.5530  C134 1.212
134 C 5.1982 -0.7059 2.5037  O133 1.212, O135 1.373, C138 1.493
135 O 4.8910 -2.0433 2.4577  C134 1.373, C136 1.455
136 C 3.4763 -2.3560 2.5955  O135 1.455, C137 1.544, H139 1.089, H140 1.082
137 C 3.2125 -3.8306 2.9713  C136 1.544, H141 1.096, H142 1.100, H143 1.094
138 C 6.6752 -0.4995 2.5829  C134 1.493, H144 1.095, H145 1.076, H146 1.104
139 H 3.1127 -2.1281 1.5950  C136 1.089
140 H 3.0512 -1.5825 3.2207  C136 1.082
141 H 2.1324 -4.0151 2.9422  C137 1.096
142 H 3.6234 -4.1695 3.9337  C137 1.100
143 H 3.5980 -4.4327 2.1430  C137 1.094
144 H 7.2076 -1.0583 1.8062  C138 1.095
145 H 6.9375 -0.7082 3.6050  C138 1.076
146 H 6.8880 0.5808 2.4993  C138 1.104
147 O -2.8314 1.0339 -3.5406  C148 1.199
148 C -3.7005 0.6127 -2.8303  O147 1.199, O149 1.345, C152 1.502
149 O -4.8254 0.0386 -3.2916  C148 1.345, C150 1.476
150 C -4.8644 -0.2290 -4.7430  O149 1.476, C151 1.486, H153 1.117, H154 1.084
151 C -5.7074 -1.4421 -4.9074  C150 1.486, H155 1.091, H156 1.127, H157 1.082
152 C -3.7622 0.9020 -1.3582  C148 1.502, H158 1.103, H159 1.079, H160 1.100
153 H -3.8293 -0.4296 -5.1113  C150 1.117
154 H -5.2185 0.6890 -5.1985  C150 1.084
155 H -5.3612 -2.2657 -4.2810  C151 1.091
156 H -5.5888 -1.7747 -5.9771  C151 1.127
157 H -6.7636 -1.3030 -4.7209  C151 1.082
158 H -4.6618 1.5288 -1.2387  C152 1.103
159 H -2.8503 1.3864 -1.0437  C152 1.079
160 H -3.9956 -0.0038 -0.7801  C152 1.100
161 O 4.3718 -1.9885 -2.5394  C162 1.186
162 C 4.8213 -1.4399 -1.5884  O161 1.186, O163 1.352, C166 1.490
163 O 5.7930 -1.9982 -0.8319  C162 1.352, C164 1.482
164 C 6.2114 -3.3945 -1.0989  O163 1.482, C165 1.483, H167 1.095, H168 1.083
165 C 5.5283 -4.2915 -0.1350  C164 1.483, H169 1.066, H170 1.091, H171 1.083
166 C 4.3078 -0.1632 -1.0159  C162 1.490, H172 1.066, H173 1.126, H174 1.107
167 H 7.3053 -3.3886 -1.0396  C164 1.095
168 H 5.8430 -3.6378 -2.0882  C164 1.083
169 H 4.4821 -4.0868 -0.1413  C165 1.066
170 H 5.9352 -4.1675 0.8694  C165 1.091
171 H 5.6397 -5.3297 -0.4220  C165 1.083
172 H 3.5440 0.1904 -1.6698  C166 1.066
173 H 5.1310 0.6052 -1.0252  C166 1.126
174 H 3.9953 -0.2166 0.0446  C166 1.107

Mulliken population analysis, charges in e, atoms 1 to 8: -0.75, -0.47, -0.85, -0.28, -0.01, -0.02, 0.56, 0.37